DFT (wB97M-V/def2-TZVPD) results for a 2-piece molecular cluster, C5H12 overall in a non-equilibrium geometry.

Positions of all 17 atoms, in Å:
C: -1.445 1.279 -1.078
C: -1.986 0.576 -0.056
C: -3.526 0.083 0.000
H: -0.446 1.664 -1.102
H: -2.180 1.718 -1.794
H: -1.373 0.309 0.821
H: -3.823 0.689 0.927
H: -3.807 -0.844 0.317
H: -4.078 0.196 -0.956
C: 3.178 -1.029 -0.244
C: 3.183 -0.684 1.227
H: 4.205 -0.930 -0.669
H: 3.051 -2.138 -0.481
H: 2.554 -0.285 -0.874
H: 3.868 -1.390 1.713
H: 2.245 -0.747 1.623
H: 3.367 0.404 1.388

Values from the calculation:
Energy above the lowest of the compared OMol25 structures with the same formula, charge and spin   236.1 kJ/mol
LUMO level   1.050 eV
2S+1   1
Net charge   0
DFT total energy   -5377.4929 eV

---

DFT (wB97M-V/def2-TZVPD) results for F2GaP as an isolated structure in a non-equilibrium geometry.

Positions of all 4 atoms, in Å:
F: 1.771 -0.897 0.032
P: 1.251 0.619 0.064
F: -2.753 -0.180 0.113
Ga: -1.151 0.126 -0.186

Values from the calculation:
Energy above the lowest of the compared OMol25 structures with the same formula, charge and spin   0.0 kJ/mol
LUMO level   -15.707 eV
2S+1   1
Net charge   +2
DFT total energy   -67075.8923 eV

---

DFT (wB97M-V/def2-TZVPD) results for the molecule C16H17ClN2S.

Positions of all 37 atoms, in Å:
S: 0.766 4.208 0.423
C: -0.011 2.752 0.327
N: 0.610 1.583 0.107
C: 2.034 1.433 -0.048
C: 2.408 0.855 -1.415
C: 1.695 -0.470 -1.729
C: 1.731 -1.432 -0.575
C: 2.941 -1.945 -0.122
C: 2.984 -2.805 0.960
C: 1.814 -3.169 1.606
C: 0.602 -2.675 1.157
C: 0.563 -1.813 0.074
N: -1.366 2.730 0.520
C: -2.270 1.696 0.297
C: -2.127 0.805 -0.768
C: -3.043 -0.212 -0.962
C: -4.121 -0.339 -0.100
Cl: -5.260 -1.619 -0.335
C: -4.302 0.563 0.937
C: -3.383 1.574 1.131
H: 0.085 0.730 0.236
H: 2.409 0.775 0.743
H: 2.484 2.422 0.071
H: 3.488 0.706 -1.424
H: 2.164 1.580 -2.194
H: 2.180 -0.923 -2.597
H: 0.657 -0.272 -2.002
H: 3.857 -1.669 -0.624
H: 3.932 -3.195 1.300
H: 1.847 -3.839 2.452
H: -0.317 -2.959 1.649
H: -0.394 -1.449 -0.277
H: -1.733 3.584 0.916
H: -1.320 0.936 -1.472
H: -2.929 -0.897 -1.788
H: -5.156 0.471 1.589
H: -3.520 2.279 1.937

Values from the calculation:
Energy above the lowest of the compared OMol25 structures with the same formula, charge and spin   0.0 kJ/mol
LUMO level   0.610 eV
2S+1   1
Net charge   0
DFT total energy   -43206.7607 eV

---

DFT (wB97M-V/def2-TZVPD) results for C30H46BCl3LaN2OP2 as an isolated structure in a non-equilibrium geometry.

Positions of all 86 atoms, in Å:
La: -0.061 1.841 0.614
C: -3.625 0.904 2.757
C: -4.198 0.508 1.393
C: -4.762 1.784 0.749
C: -5.335 -0.489 1.637
P: -2.778 -0.095 0.334
C: -1.886 -1.342 1.381
N: -0.550 -1.555 0.852
B: 0.417 -0.529 0.539
N: 1.555 -1.250 0.028
C: 2.804 -0.665 -0.423
P: 2.454 0.814 -1.492
C: 4.121 1.659 -1.630
C: 3.949 3.026 -2.311
C: 5.190 0.840 -2.358
C: 4.639 1.959 -0.221
C: 1.984 0.059 -3.133
C: 2.741 -1.235 -3.460
C: 2.129 1.071 -4.276
C: 0.503 -0.285 -3.027
C: 1.286 -2.622 0.046
C: 2.065 -3.705 -0.335
C: 1.524 -4.980 -0.216
C: 0.237 -5.166 0.285
C: -0.542 -4.085 0.681
C: -0.009 -2.811 0.554
C: -3.452 -1.130 -1.075
C: -4.003 -2.490 -0.613
C: -2.316 -1.412 -2.057
C: -4.521 -0.353 -1.856
H: -4.385 1.474 3.298
H: -3.372 0.040 3.373
H: -2.738 1.537 2.697
H: -5.553 2.180 1.391
H: -3.997 2.559 0.662
H: -5.188 1.620 -0.238
H: -6.064 -0.020 2.304
H: -5.864 -0.778 0.730
H: -4.983 -1.394 2.136
H: -1.840 -0.963 2.401
H: -2.436 -2.280 1.417
H: 3.407 -0.344 0.425
H: 3.395 -1.398 -0.967
H: 3.637 2.954 -3.349
H: 3.223 3.647 -1.781
H: 4.907 3.552 -2.291
H: 4.958 0.682 -3.409
H: 6.139 1.383 -2.312
H: 5.353 -0.134 -1.892
H: 3.917 2.536 0.353
H: 4.911 1.068 0.343
H: 5.536 2.578 -0.302
H: 3.816 -1.171 -3.312
H: 2.365 -2.072 -2.868
H: 2.573 -1.485 -4.512
H: 3.166 1.265 -4.543
H: 1.639 0.656 -5.162
H: 1.649 2.026 -4.052
H: 0.312 -1.025 -2.254
H: -0.095 0.605 -2.812
H: 0.153 -0.691 -3.982
H: 3.074 -3.573 -0.706
H: 2.115 -5.838 -0.507
H: -0.159 -6.169 0.379
H: -1.532 -4.246 1.090
H: -3.195 -3.215 -0.493
H: -4.568 -2.461 0.315
H: -4.672 -2.879 -1.386
H: -1.482 -1.934 -1.589
H: -2.701 -2.052 -2.858
H: -1.952 -0.492 -2.512
H: -5.454 -0.234 -1.308
H: -4.172 0.637 -2.160
H: -4.748 -0.915 -2.767
Cl: 2.571 4.127 7.430
C: 1.680 3.527 6.072
C: 2.321 3.349 4.860
C: 1.561 2.874 3.812
Cl: 2.336 2.653 2.237
C: 0.211 2.556 3.879
O: -0.433 2.104 2.804
C: -0.384 2.753 5.124
Cl: -2.064 2.383 5.316
C: 0.334 3.231 6.207
H: 3.373 3.572 4.741
H: -0.163 3.371 7.157

Values from the calculation:
Energy above the lowest of the compared OMol25 structures with the same formula, charge and spin   9.5 kJ/mol
LUMO level   -3.210 eV
2S+1   1
Net charge   +1
DFT total energy   -94563.0175 eV

---

DFT (wB97M-V/def2-TZVPD) results for a 3-piece molecular cluster, C6H13N3 overall in a non-equilibrium geometry.

Positions of all 22 atoms, in Å:
C: 0.176 -0.366 1.265
C: -1.003 -1.117 1.812
C: 1.399 -1.196 1.012
C: 0.425 0.960 1.925
C: -0.224 0.354 -0.786
N: 0.735 1.159 -1.257
C: -1.326 0.091 -3.130
N: -1.129 -0.406 -0.979
N: -0.544 0.912 -3.681
H: 0.559 1.350 -2.265
H: 0.916 1.984 -0.701
H: -0.615 1.011 -4.705
H: -2.125 -0.447 -3.673
H: -1.203 -2.027 1.246
H: -1.906 -0.502 1.818
H: -0.807 -1.420 2.854
H: 1.160 -2.096 0.444
H: 1.849 -1.521 1.965
H: 2.168 -0.633 0.477
H: 0.701 0.817 2.982
H: -0.466 1.593 1.916
H: 1.257 1.497 1.463

Values from the calculation:
Energy above the lowest of the compared OMol25 structures with the same formula, charge and spin   517.0 kJ/mol
LUMO level (alpha / beta)   0.626 / 0.675 eV
2S+1   1
Net charge   0
DFT total energy   -10898.0534 eV

---

DFT (wB97M-V/def2-TZVPD) results for the molecule C6H9NS in a non-equilibrium geometry.

Positions of all 17 atoms, in Å:
C: -0.542 -0.891 -0.294
C: 1.742 0.678 0.364
C: -1.358 -1.520 0.669
C: 2.291 1.838 0.577
C: 0.612 -1.621 -0.743
C: -1.658 1.104 -0.260
N: -0.588 0.358 -0.786
S: 2.196 -0.840 -0.018
H: -2.214 -1.095 1.148
H: -1.166 -2.532 0.760
H: 3.304 1.993 0.277
H: 1.863 2.747 1.183
H: 0.743 -2.688 -0.582
H: 0.577 -1.587 -1.911
H: -1.299 1.823 0.484
H: -2.073 1.727 -1.109
H: -2.430 0.506 0.240

Values from the calculation:
Energy above the lowest of the compared OMol25 structures with the same formula, charge and spin   529.6 kJ/mol
LUMO level (alpha / beta)   -1.081 / -0.264 eV
2S+1   1
Net charge   0
DFT total energy   -18687.7215 eV

---

DFT (wB97M-V/def2-TZVPD) results for a 2-piece molecular cluster, C4H9BBrF2N2O4S overall in a non-equilibrium geometry.

Positions of all 24 atoms, in Å:
C: -1.057 0.655 1.187
N: 0.071 -0.069 0.517
C: 1.224 -0.229 1.440
B: -0.308 -1.282 -0.052
O: -0.254 -2.541 0.371
S: -1.157 -0.928 -1.813
Br: -1.727 -2.862 -2.558
N: 0.119 -0.449 -2.779
C: 1.442 -0.773 -2.276
O: 1.846 -1.880 -2.243
F: 2.080 0.287 -1.848
C: -0.098 0.850 -3.418
O: 0.339 1.875 -3.087
F: -0.901 0.640 -4.422
H: -1.693 -0.023 1.764
H: -1.664 1.183 0.445
H: -0.631 1.403 1.858
H: 0.916 -0.688 2.385
H: 1.629 0.762 1.652
H: 2.001 -0.842 0.980
H: -0.150 -3.265 -0.262
O: -0.637 2.475 3.752
H: -0.317 3.381 3.810
H: -1.074 2.318 4.596

Values from the calculation:
LUMO level   -5.175 eV
2S+1   1
Net charge   +1
DFT total energy   -102447.1703 eV

---

DFT (wB97M-V/def2-TZVPD) results for the molecule C8H12BrClN2O2 in a non-equilibrium geometry.

Positions of all 26 atoms, in Å:
C: 1.138 1.470 0.992
C: 0.891 0.092 0.472
C: 1.689 -0.197 -0.841
C: 1.358 -0.992 1.485
C: -0.551 -0.076 0.088
C: -1.592 0.254 1.207
C: -1.034 1.119 -1.207
O: -0.943 2.303 -1.137
N: -1.545 0.307 -2.068
Cl: -2.003 0.704 -3.712
C: -1.467 -1.065 -1.818
O: -1.712 -1.914 -2.616
N: -1.017 -1.255 -0.606
Br: -1.111 -2.936 0.101
H: 1.884 1.501 1.682
H: 0.301 1.848 1.587
H: 1.391 2.180 0.312
H: 1.730 0.603 -1.671
H: 2.725 -0.245 -0.477
H: 1.410 -1.067 -1.471
H: 1.413 -1.863 0.917
H: 0.624 -1.158 2.393
H: 2.213 -0.612 1.820
H: -1.627 -0.391 1.981
H: -2.620 0.204 0.957
H: -1.545 1.184 1.629

Values from the calculation:
Energy above the lowest of the compared OMol25 structures with the same formula, charge and spin   0.0 kJ/mol
LUMO level   -0.104 eV
2S+1   1
Net charge   0
DFT total energy   -98127.6521 eV

---

Question: What is the net charge in the third record?
Answer: 0

---

Repeat the seventh record exactly.
DFT (wB97M-V/def2-TZVPD) results for a 2-piece molecular cluster, C4H9BBrF2N2O4S overall in a non-equilibrium geometry.

Positions of all 24 atoms, in Å:
C: -1.057 0.655 1.187
N: 0.071 -0.069 0.517
C: 1.224 -0.229 1.440
B: -0.308 -1.282 -0.052
O: -0.254 -2.541 0.371
S: -1.157 -0.928 -1.813
Br: -1.727 -2.862 -2.558
N: 0.119 -0.449 -2.779
C: 1.442 -0.773 -2.276
O: 1.846 -1.880 -2.243
F: 2.080 0.287 -1.848
C: -0.098 0.850 -3.418
O: 0.339 1.875 -3.087
F: -0.901 0.640 -4.422
H: -1.693 -0.023 1.764
H: -1.664 1.183 0.445
H: -0.631 1.403 1.858
H: 0.916 -0.688 2.385
H: 1.629 0.762 1.652
H: 2.001 -0.842 0.980
H: -0.150 -3.265 -0.262
O: -0.637 2.475 3.752
H: -0.317 3.381 3.810
H: -1.074 2.318 4.596

Values from the calculation:
LUMO level   -5.175 eV
2S+1   1
Net charge   +1
DFT total energy   -102447.1703 eV

---

Question: What is the 2S+1 in the sixth record?
Answer: 1

---

Question: Which value of DFT total energy does entry 7 give?
Answer: -102447.1703 eV